This record from the OMol25 dataset describes a single C5H8O molecule. The level of theory is ωB97M-V/def2-TZVPD.

- HOMO: -8.42 eV
- Lowest unoccupied orbital energy: 0.008 hartree
- Net charge: 0
- Relative energy (zero: lowest compared OMol25 entry of this formula, charge and spin): 5.518 eV

```
14
Properties=species:S:1:pos:R:3:nbo_charge:R:1
O -0.52283 -1.07979 1.81189 -0.68
C -0.43779 -0.63940 0.50509 0.09
C 0.46567 -1.24014 -0.52605 -0.45
C 0.77545 0.11967 0.04946 -0.22
C 0.37034 1.38502 -0.70216 -0.54
C -1.13519 1.36498 -0.51914 -0.10
H -1.14513 -1.81771 1.82664 0.47
H 1.08953 -2.05775 -0.17736 0.23
H 0.11270 -1.31731 -1.55119 0.22
H 1.62830 0.16575 0.72374 0.24
H 0.84292 2.26050 -0.24023 0.22
H 0.65549 1.34277 -1.75868 0.20
H -1.31919 1.76358 0.50091 0.11
H -1.38028 -0.25019 0.05710 0.22
```


This record from the OMol25 dataset describes a 11-piece molecular cluster, C44H121N11O11 overall. The level of theory is ωB97M-V/def2-TZVPD.

- HOMO: -8.46 eV
- Lowest unoccupied orbital energy: 0.017 hartree
- Net charge: 0
- Relative energy (zero: lowest compared OMol25 entry of this formula, charge and spin): 7.329 eV
- SMILES string: COC[C@H](C)N.COC[C@H](C)N.COC[C@H](C)N.COC[C@H](C)N.COC[C@H](C)N.COC[C@H](C)N.COC[C@H](C)N.COC[C@H](C)N.COC[C@H](C)N.COC[C@H](C)N.COC[C@H](C)N

```
187
Properties=species:S:1:pos:R:3:mulliken_charge:R:1
C 2.94167 0.91974 -6.40077 -1.29
C 2.25130 2.24987 -6.57208 0.68
C 1.04752 2.26480 -7.56943 -0.71
O 1.64651 2.15105 -8.87374 -0.40
C 2.18110 3.34732 -9.32750 -0.71
N 1.77720 2.71428 -5.24595 0.05
H 3.91044 1.08389 -5.92827 0.28
H 3.07910 0.53827 -7.41309 0.48
H 2.37286 0.20177 -5.80995 0.11
H 2.95401 3.02307 -6.88585 0.27
H 0.58515 3.23877 -7.40051 0.38
H 0.30875 1.50126 -7.32770 0.31
H 2.20303 3.44153 -10.41379 0.29
H 3.18801 3.54499 -8.95743 0.25
H 1.53812 4.19255 -9.07341 0.29
H 2.60282 2.74658 -4.65894 -0.13
H 1.51900 3.68226 -5.38783 0.28
C 3.56733 -6.49214 1.74299 -1.57
C 2.30389 -5.65009 1.83196 0.28
C 1.85605 -5.12250 3.22765 -0.36
O 2.86873 -4.25731 3.83517 -0.29
C 2.73307 -4.00773 5.21211 -0.32
N 2.35091 -4.47832 0.92364 -0.65
H 4.49686 -5.92188 1.77183 0.28
H 3.71164 -6.98139 0.77851 0.42
H 3.60246 -7.32797 2.44195 0.37
H 1.49812 -6.26063 1.42142 0.40
H 1.49068 -5.90189 3.89990 0.52
H 0.93198 -4.54739 3.14312 0.08
H 2.01053 -3.19069 5.23610 -0.32
H 3.76382 -3.66022 5.28359 0.40
H 2.39122 -4.96741 5.60002 0.18
H 1.53737 -3.93440 1.17856 0.12
H 3.19076 -4.04059 1.27991 0.29
C -3.28981 -5.41848 -4.15182 -1.50
C -4.36677 -4.41009 -3.69330 0.34
C -5.83037 -4.95696 -3.54124 -0.67
O -6.26833 -5.56813 -4.81468 -0.37
C -6.55641 -4.74999 -5.92875 -0.67
N -3.76859 -3.99111 -2.41617 -0.50
H -2.27517 -5.03565 -4.25612 0.43
H -3.63775 -5.87040 -5.08261 0.35
H -3.21401 -6.26659 -3.46992 0.40
H -4.39018 -3.52831 -4.33419 0.32
H -6.49290 -4.13597 -3.26173 0.27
H -5.93269 -5.60804 -2.67302 0.34
H -7.43136 -4.15817 -5.65531 0.30
H -6.58992 -5.33910 -6.84389 0.26
H -5.78347 -3.99911 -6.10581 0.28
H -3.59946 -4.89528 -1.99616 0.31
H -2.86383 -3.63655 -2.69385 0.14
C -1.52959 -1.52719 0.01480 -0.84
C -0.03758 -1.45683 0.06932 1.25
C 0.38732 0.04733 -0.25526 -0.74
O 0.01761 0.35314 -1.60002 0.24
C 0.67577 -0.32504 -2.73451 -1.06
N 0.42751 -1.85182 1.38052 0.02
H -1.81300 -2.10700 -0.86498 -0.23
H -2.08402 -0.60143 -0.13912 0.07
H -1.86611 -2.11778 0.86711 0.64
H 0.32448 -2.19873 -0.64261 0.21
H 1.47027 0.18528 -0.30054 -0.01
H 0.05452 0.80151 0.45777 0.12
H 1.76143 -0.42864 -2.70165 0.38
H 0.59769 0.15222 -3.71261 0.12
H 0.27667 -1.30390 -3.00471 0.41
H -0.15365 -1.60435 2.16826 -0.53
H 1.31352 -1.37692 1.49573 0.20
C 4.54629 5.11708 2.03892 -1.12
C 3.58020 6.29108 2.13768 0.51
C 2.17710 5.71799 2.49386 -0.82
O 1.90643 4.77303 1.45910 -0.01
C 0.68573 4.22533 1.40737 -0.84
N 3.87571 7.30878 3.17891 -0.73
H 4.27714 4.33758 1.32698 0.15
H 4.59458 4.64786 3.02333 0.21
H 5.57644 5.36542 1.78122 0.41
H 3.54952 6.69864 1.12692 0.20
H 1.37593 6.45585 2.42644 0.39
H 2.13984 5.17434 3.43946 0.34
H -0.13810 4.87130 1.09401 0.36
H 0.30150 3.63182 2.24041 0.37
H 0.63177 3.48900 0.60286 0.00
H 3.10858 7.96106 3.26690 0.30
H 3.89082 6.80610 4.05658 0.28
C 5.29157 5.35808 -2.32713 -1.65
C 5.76554 3.93798 -2.09350 1.63
C 5.20215 2.97422 -3.21303 -1.25
O 3.78958 2.92942 -3.25113 -0.65
C 3.12651 1.97633 -2.39179 0.13
N 7.21962 3.97374 -2.09084 -0.76
H 5.86486 5.83477 -3.12227 0.40
H 5.47813 5.98435 -1.45261 0.46
H 4.20550 5.44735 -2.37256 0.32
H 5.33736 3.59805 -1.14977 -0.61
H 5.57651 1.95047 -3.16302 0.50
H 5.48920 3.35529 -4.19414 0.38
H 2.08898 1.89919 -2.71590 -0.35
H 2.98574 2.13162 -1.32037 0.01
H 3.64088 1.01989 -2.49670 0.45
H 7.54662 4.46647 -2.91116 0.30
H 7.52800 4.56887 -1.33375 0.31
C -2.44003 1.75765 4.41081 -1.68
C -1.83526 0.52377 3.73877 0.70
C -0.53746 0.00210 4.42619 0.55
O -0.83109 -0.38016 5.71025 -0.40
C 0.26494 -0.83054 6.46909 -0.58
N -2.84198 -0.46145 3.85278 -0.56
H -2.67065 1.54682 5.45460 0.34
H -3.31485 2.13574 3.88092 0.51
H -1.73530 2.58729 4.32569 0.38
H -1.71571 0.73524 2.67518 -0.17
H 0.15295 0.84851 4.42344 0.15
H -0.12401 -0.73580 3.73739 -0.38
H 0.17137 -1.07575 7.52605 0.36
H 1.09540 -0.12024 6.51632 0.40
H 0.84931 -1.58167 5.93396 -0.04
H -3.65430 0.13107 3.75198 0.29
H -2.89892 -0.95519 4.73209 0.28
C 0.23879 -6.19014 8.14947 -0.99
C -1.13820 -5.45759 7.98743 0.58
C -1.64852 -5.74892 6.58166 -0.98
O -0.87054 -5.28767 5.46861 -0.26
C -1.15075 -3.91796 5.15590 -0.34
N -2.17365 -5.84665 8.98177 -0.70
H 0.97112 -5.78156 7.45366 -0.05
H -0.01174 -7.24127 8.00259 0.32
H 0.68108 -6.09202 9.14137 0.41
H -0.89513 -4.40866 8.16190 0.21
H -2.67936 -5.44178 6.39840 0.38
H -1.63797 -6.82389 6.39478 0.45
H -2.06441 -3.89102 4.55932 0.36
H -0.42182 -3.42866 4.50978 -0.30
H -1.29060 -3.27999 6.02921 0.42
H -2.30270 -6.84845 8.93200 0.27
H -1.75514 -5.62067 9.87379 0.29
C -1.68122 3.14780 -2.95128 -0.83
C -2.53557 2.86113 -4.19816 0.44
C -3.78408 3.81716 -4.04198 -0.90
O -4.41784 3.69832 -2.77119 -0.10
C -5.49026 4.59115 -2.58307 -0.91
N -1.77799 3.17135 -5.37086 -0.54
H -0.65460 2.85862 -3.18208 0.01
H -1.91307 2.48263 -2.11808 0.20
H -1.63684 4.14978 -2.52440 0.29
H -2.83204 1.82309 -4.34743 0.21
H -4.47412 3.36146 -4.75538 0.33
H -3.58773 4.86693 -4.26413 0.45
H -6.30150 4.38898 -3.28379 0.33
H -5.09273 5.60695 -2.57395 0.38
H -5.85417 4.36415 -1.58080 0.23
H -1.65302 4.14969 -5.58378 0.24
H -0.96171 2.57800 -5.39786 0.07
C 3.41109 1.25196 3.83531 -1.48
C 3.84804 0.67992 2.46346 0.80
C 5.31043 0.33033 2.45640 -0.95
O 5.81302 -0.23844 1.27558 -0.43
C 5.58031 0.58762 0.11178 -0.33
N 3.03544 -0.52948 2.24274 -0.18
H 3.66898 2.30736 3.92716 0.25
H 3.58144 0.65759 4.73282 0.43
H 2.32350 1.32682 3.78041 0.27
H 3.56086 1.37078 1.67028 -0.10
H 5.47050 -0.40187 3.24934 0.32
H 6.02487 1.13317 2.65171 0.41
H 6.04412 1.54539 0.35559 0.31
H 4.53357 0.78933 -0.11630 -0.03
H 6.07729 0.15808 -0.75682 0.34
H 2.94388 -0.92927 3.16870 -0.08
H 3.72259 -1.16123 1.84802 0.18
C -5.34807 -1.09280 -0.87710 -1.21
C -5.45105 0.36658 -0.68444 1.06
C -6.54534 1.10937 -1.43601 -0.87
O -7.64845 0.23033 -1.61326 -0.37
C -8.65008 0.71224 -2.53504 -0.80
N -5.46378 0.63358 0.73784 -0.66
H -4.49956 -1.41979 -0.27634 0.29
H -5.16268 -1.40195 -1.90650 0.25
H -6.26588 -1.58279 -0.55182 0.25
H -4.49650 0.84580 -0.91084 -0.10
H -6.12323 1.39503 -2.40178 0.41
H -6.71019 2.07569 -0.95607 0.41
H -9.67551 0.40635 -2.33006 0.26
H -8.39269 0.22909 -3.47898 0.29
H -8.55566 1.79477 -2.62128 0.31
H -4.86017 0.15073 1.38767 0.18
H -6.39752 0.48229 1.09653 0.24
```


This record from the OMol25 dataset describes C30H24IN3NaO2PTe as an isolated structure. The level of theory is ωB97M-V/def2-TZVPD.

- HOMO (alpha / beta): 0.06 / 0.27 eV
- Lowest unoccupied orbital energy (alpha / beta): 0.138 / 0.138 hartree
- Net charge: -2
- Relative energy (zero: lowest compared OMol25 entry of this formula, charge and spin): 0.521 eV

```
63
Properties=species:S:1:pos:R:3:nbo_charge:R:1
Na -1.70968 -1.95388 0.91453 0.84
O -3.24917 0.01958 -0.10348 -0.68
C -2.49627 0.81431 0.43036 0.70
O -1.15387 0.42346 0.70451 -0.86
C -2.82635 2.15504 0.98625 -0.19
C -4.12186 2.66138 1.11186 -0.21
C -4.32735 3.83998 1.77440 -0.25
C -3.22796 4.52210 2.27650 -0.35
C -1.92363 3.98749 2.18444 -0.14
C -1.69120 2.79447 1.54141 -0.49
P -0.20378 1.77392 1.35698 1.65
C 0.61066 1.19877 2.80529 -0.45
C -0.07984 0.22686 3.57447 -0.13
C 0.45007 -0.12884 4.81550 -0.21
C 1.61039 0.49230 5.29015 -0.23
C 2.25817 1.47385 4.49223 -0.23
C 1.78716 1.83229 3.26091 -0.19
C 0.77901 2.07405 -0.05711 -0.50
C 1.89061 1.21691 -0.24429 -0.22
C 2.84030 1.54048 -1.22075 -0.21
C 2.57717 2.58431 -2.11204 -0.28
C 1.33445 3.22191 -2.11361 -0.25
C 0.44932 3.01815 -1.06913 -0.15
H -4.99643 2.11956 0.74930 0.21
H -5.38338 4.21440 1.75829 0.19
H -3.30274 5.47096 2.79897 0.19
H -1.09413 4.54793 2.62458 0.20
H -0.95647 -0.26167 3.18052 0.23
H -0.02989 -0.87857 5.44021 0.25
H 2.07831 0.32178 6.26523 0.20
H 3.17770 2.02061 4.86349 0.19
H 2.29823 2.64363 2.71861 0.22
H 2.11346 0.39589 0.46762 0.22
H 3.82150 1.04147 -1.25913 0.20
H 3.40982 2.90252 -2.78990 0.19
H 1.09192 3.96115 -2.86949 0.20
H -0.56144 3.46828 -1.06123 0.21
I 0.89977 -3.35560 2.09771 -0.06
C 1.64125 -3.69625 0.00854 -0.82
H 1.27621 -4.70440 -0.12494 0.18
H 2.69125 -3.72936 0.27270 0.17
N -2.03327 -1.49333 6.85281 -0.56
C -2.62291 -1.93664 5.94119 0.46
N -3.42520 -2.43676 5.05018 -0.71
C -3.16847 -2.39123 3.80565 0.52
N -3.15983 -2.29726 2.63857 -0.67
C -0.62619 -2.42020 -3.31405 -0.71
Te 1.02992 -2.21909 -1.60975 0.47
C 2.07367 -3.63882 -3.06761 -0.69
C 1.56963 -3.24548 -4.40865 -0.06
C 2.36784 -3.27743 -5.56513 -0.22
C 1.93253 -2.54331 -6.69718 -0.27
C 0.67483 -1.91223 -6.78074 -0.23
C -0.20261 -1.92577 -5.66753 -0.23
C 0.23941 -2.56629 -4.48609 -0.04
H -1.10349 -1.41989 -3.29204 0.21
H -1.29974 -3.17871 -2.94173 0.21
H 1.81876 -4.63363 -2.74793 0.20
H 3.14889 -3.52215 -2.87493 0.21
H 3.29002 -3.86422 -5.53408 0.20
H 2.58423 -2.50528 -7.58659 0.19
H 0.31887 -1.41757 -7.71478 0.19
H -1.15821 -1.42599 -5.74003 0.20
```


This record from the OMol25 dataset describes a single C5H6O molecule. The level of theory is ωB97M-V/def2-TZVPD.

- HOMO: -8.66 eV
- Lowest unoccupied orbital energy: 0.040 hartree
- Net charge: 0
- Relative energy (zero: lowest compared OMol25 entry of this formula, charge and spin): 0.283 eV
- SMILES string: Cc1ccoc1

```
12
Properties=species:S:1:pos:R:3:nbo_charge:R:1
C 0.95804 1.23884 -0.80965 -0.63
C 0.11868 0.15534 -0.20107 -0.10
C -0.44519 -0.90862 -0.82755 0.07
O -1.10766 -1.70335 0.05223 -0.41
C -0.96572 -1.13321 1.27192 0.10
C -0.23178 0.00215 1.18527 -0.32
H 0.72121 1.37953 -1.86879 0.22
H 2.02637 1.00510 -0.73552 0.22
H 0.79639 2.19438 -0.30091 0.22
H -0.46136 -1.23458 -1.85773 0.20
H -1.43859 -1.65366 2.09176 0.20
H 0.03315 0.66475 1.99898 0.23
```


This record from the OMol25 dataset describes C22H37BrO3RhSSi as an isolated structure. The level of theory is ωB97M-V/def2-TZVPD.

- HOMO (alpha / beta): -2.16 / -4.47 eV
- Lowest unoccupied orbital energy (alpha / beta): 0.098 / 0.041 hartree
- Net charge: -1
- Multiplicity: 5
- Relative energy (zero: lowest compared OMol25 entry of this formula, charge and spin): 0.000 eV

```
66
Properties=species:S:1:pos:R:3:mulliken_charge:R:1
C -2.28154 -0.97673 -3.87337 -0.55
C -2.62304 -1.53534 -2.59894 -0.49
C -2.59754 -0.49141 -1.62300 -0.69
H -2.81625 -2.58273 -2.37701 0.31
C -2.28362 0.73835 -2.29926 -0.29
C -2.09010 0.43022 -3.69416 -0.64
H -1.81821 1.14324 -4.46379 0.47
H -2.23873 -1.54345 -4.79612 0.42
H -2.79410 -0.59303 -0.56087 0.45
H -2.15318 1.68931 -1.77825 0.32
Rh -0.84801 -0.61876 -2.55901 0.34
Br 1.32032 -0.60524 -3.87896 -0.39
C 1.94963 0.54171 -6.83002 -0.39
C 0.87582 1.33739 -7.32218 -0.44
C -0.11502 0.45839 -7.85800 -0.41
H 0.83565 2.42430 -7.30959 0.37
C 0.34743 -0.88205 -7.69198 -0.45
C 1.62246 -0.83448 -7.05916 -0.40
H 2.24266 -1.68726 -6.80245 0.42
H 2.86132 0.90992 -6.36768 0.41
H -1.04835 0.75982 -8.33164 0.41
H -0.16743 -1.78706 -8.00914 0.39
C 1.72547 3.48744 1.66943 -1.71
C 1.92007 1.98032 1.74375 1.71
C 3.05093 1.56673 0.80995 -1.62
C 2.21352 1.65977 3.20383 -1.36
O 0.69224 1.36767 1.30662 0.09
Si 0.17221 -0.19424 1.21357 -0.41
S 0.69020 -1.02935 -0.59919 -0.36
O 0.88732 -0.97371 2.47824 0.27
C 1.03856 -2.34277 2.96885 1.97
C 1.18211 -3.33117 1.81896 -1.68
C 2.30276 -2.34704 3.81996 -1.86
C -0.17557 -2.71519 3.80625 -1.61
O -1.47389 -0.15713 1.43149 -0.04
C -2.20014 0.65361 2.43113 2.06
C -3.65525 0.65623 1.98194 -2.03
C -2.09611 -0.01011 3.79475 -1.48
C -1.65209 2.06832 2.48103 -1.24
H 2.61437 3.98370 2.08139 0.43
H 0.85108 3.78921 2.26330 0.32
H 1.59616 3.81438 0.63650 0.37
H 3.96548 2.10691 1.09499 0.46
H 3.25399 0.48909 0.84593 0.21
H 2.80294 1.84590 -0.22447 0.33
H 1.33388 1.89749 3.82109 0.29
H 2.49026 0.61276 3.36649 0.10
H 3.03974 2.31264 3.53725 0.53
H 2.06071 -3.08459 1.21179 0.39
H 1.30730 -4.35610 2.20912 0.46
H 0.29567 -3.31348 1.16993 0.28
H 2.23696 -1.61984 4.63969 0.35
H 2.48090 -3.34004 4.25605 0.41
H 3.17917 -2.09056 3.21061 0.38
H -0.30535 -2.01369 4.63817 0.35
H -1.08264 -2.68864 3.18895 0.22
H -0.07654 -3.73025 4.22592 0.47
H -4.01142 -0.37650 1.87589 0.41
H -4.29097 1.15976 2.71845 0.42
H -3.75994 1.17958 1.02338 0.40
H -1.06131 0.00496 4.16885 0.02
H -2.73185 0.52184 4.52070 0.48
H -2.43725 -1.05057 3.73541 0.33
H -0.64058 2.09467 2.90498 -0.11
H -1.62320 2.51579 1.48134 0.33
H -2.29004 2.70109 3.12228 0.49
```